[1]
ORCA calculation (wB97M-V/def2-TZVPD) on 21 unconnected molecules or ions with the total composition H43O21 in a non-equilibrium geometry.

Atoms and positions in Å:
O  -0.801  -2.642  0.862
H  1.617  -2.325  2.155
H  -0.558  0.953  -5.562
O  -0.302  -0.144  -0.616
H  0.139  0.053  -1.435
H  -3.051  -0.550  -3.345
O  -0.563  2.434  1.256
H  -1.012  3.303  1.249
H  -1.203  -4.674  0.596
O  1.791  -3.565  0.372
H  0.042  -5.652  0.464
H  2.515  -1.184  1.373
O  1.175  4.952  0.953
H  0.098  2.979  -2.169
H  2.092  4.609  0.896
O  -0.485  -4.963  0.036
H  -0.593  -0.124  3.147
H  -2.174  -1.382  2.111
O  2.207  0.138  4.065
H  1.266  5.354  1.822
H  1.571  0.823  4.408
O  -2.485  0.135  -3.710
H  -0.456  -1.784  1.257
H  1.109  2.718  2.236
O  -3.897  -1.933  -1.870
H  2.125  5.567  -1.115
H  -3.322  -2.393  -2.457
O  0.054  3.563  -1.418
H  -0.342  0.115  1.561
H  0.850  4.132  -1.345
O  2.836  -1.080  -0.267
H  2.170  -0.602  -0.765
H  1.722  -0.655  3.545
O  -1.828  -2.821  3.899
H  -2.621  -2.509  4.331
H  -1.691  -3.757  4.025
O  2.437  4.705  -1.519
H  -3.907  -1.431  -1.063
H  2.465  5.124  -2.413
O  -2.764  -0.817  1.636
H  -3.491  -0.716  2.287
H  -2.241  0.529  -2.845
O  -0.405  -0.009  -5.350
H  -4.017  1.797  -0.416
H  -0.920  -0.869  -0.436
O  1.486  -1.484  -2.376
H  2.670  -2.019  -0.173
O  1.472  0.720  -3.990
H  1.130  0.991  -4.838
H  2.126  1.415  -3.867
O  -3.728  0.877  -0.364
H  -2.856  0.810  0.023
H  0.101  -2.987  1.042
O  1.944  -1.428  2.125
H  0.928  -3.643  -0.122
H  2.372  0.799  3.254
O  1.617  2.480  3.069
H  1.453  3.168  3.721
H  2.231  -4.195  -0.218
O  -0.132  -0.409  2.361
H  -0.393  2.235  0.309
H  -1.034  -0.360  -4.685
H  2.409  -1.344  -2.594
H  1.054  -1.024  -3.103

Calculated values
- Multiplicity: 1
- Relative energy (zero: lowest compared OMol25 entry of this formula, charge and spin): 5.639 eV
- Total energy: -1605.47388 Ha
- Highest occupied orbital energy: -12.85 eV
- Charge: +1

=====

[2]
ORCA calculation (wB97M-V/def2-TZVPD) on 2 unconnected molecules or ions with the total composition C11H17FN2 in a non-equilibrium geometry.

Atoms and positions in Å:
C  -2.244  3.486  -1.275
C  -3.049  2.522  -0.612
C  -0.894  3.246  -1.615
C  -2.519  1.271  -0.362
C  -0.412  1.962  -1.471
C  -1.262  0.945  -0.896
C  1.707  -0.665  0.378
C  3.159  -2.375  1.223
C  1.889  -0.872  2.768
C  -0.388  -0.922  -2.081
C  -1.388  -1.349  0.049
N  2.253  -1.289  1.370
N  -0.889  -0.475  -0.948
F  1.907  -1.222  -0.808
H  -2.549  4.474  -1.534
H  -4.058  2.802  -0.250
H  -0.363  3.896  -2.312
H  -3.068  0.539  0.155
H  0.586  1.729  -1.508
H  3.703  -2.685  0.288
H  2.752  -3.391  1.629
H  3.869  -2.184  2.010
H  2.825  -0.467  3.344
H  1.653  -1.787  3.214
H  1.071  -0.210  2.843
H  -0.317  -1.974  -2.208
H  -0.109  -0.150  -2.936
H  1.050  0.192  0.418
H  -1.140  -2.408  0.010
H  -1.333  -1.159  1.106
H  -2.442  -1.480  0.013

Calculated values
- Multiplicity: 1
- Relative energy (zero: lowest compared OMol25 entry of this formula, charge and spin): 0.000 eV
- Total energy: -637.99421 Ha
- Highest occupied orbital energy (alpha / beta): -16.00 / -16.00 eV
- Charge: +2

=====

[3]
ORCA calculation (wB97M-V/def2-TZVPD) on a molecular structure, C5H11N2O in a non-equilibrium geometry.

Atoms and positions in Å:
C  1.080  -1.224  -0.032
O  0.669  -1.591  1.270
C  1.092  0.325  -0.278
C  -0.308  0.966  0.101
C  -1.506  0.056  0.065
C  -2.110  -0.148  -1.157
N  -1.912  -0.417  1.257
N  2.052  1.581  0.100
H  1.986  -1.787  -0.276
H  0.266  -1.463  -0.700
H  1.116  0.322  -1.379
H  -0.424  1.852  -0.553
H  -0.124  1.330  1.096
H  -2.871  -0.922  -1.376
H  -1.844  0.539  -1.975
H  -0.323  -1.473  1.362
H  -1.528  0.076  2.057
H  2.929  1.288  -0.335
H  1.761  0.689  0.751

Calculated values
- Multiplicity: 1
- Relative energy (zero: lowest compared OMol25 entry of this formula, charge and spin): 3.318 eV
- Total energy: -381.72329 Ha
- Highest occupied orbital energy: -2.24 eV
- Charge: -1

=====

Q: Among the records above, which one has the highest relative energy (zero: lowest compared OMol25 entry of this formula, charge and spin)?
A: H43O21

=====

Copy entry 2 word for word.
ORCA calculation (wB97M-V/def2-TZVPD) on 2 unconnected molecules or ions with the total composition C11H17FN2 in a non-equilibrium geometry.

Atoms and positions in Å:
C  -2.244  3.486  -1.275
C  -3.049  2.522  -0.612
C  -0.894  3.246  -1.615
C  -2.519  1.271  -0.362
C  -0.412  1.962  -1.471
C  -1.262  0.945  -0.896
C  1.707  -0.665  0.378
C  3.159  -2.375  1.223
C  1.889  -0.872  2.768
C  -0.388  -0.922  -2.081
C  -1.388  -1.349  0.049
N  2.253  -1.289  1.370
N  -0.889  -0.475  -0.948
F  1.907  -1.222  -0.808
H  -2.549  4.474  -1.534
H  -4.058  2.802  -0.250
H  -0.363  3.896  -2.312
H  -3.068  0.539  0.155
H  0.586  1.729  -1.508
H  3.703  -2.685  0.288
H  2.752  -3.391  1.629
H  3.869  -2.184  2.010
H  2.825  -0.467  3.344
H  1.653  -1.787  3.214
H  1.071  -0.210  2.843
H  -0.317  -1.974  -2.208
H  -0.109  -0.150  -2.936
H  1.050  0.192  0.418
H  -1.140  -2.408  0.010
H  -1.333  -1.159  1.106
H  -2.442  -1.480  0.013

Calculated values
- Multiplicity: 1
- Relative energy (zero: lowest compared OMol25 entry of this formula, charge and spin): 0.000 eV
- Total energy: -637.99421 Ha
- Highest occupied orbital energy (alpha / beta): -16.00 / -16.00 eV
- Charge: +2

=====

Please write out number 2 again, unchanged.
ORCA calculation (wB97M-V/def2-TZVPD) on 2 unconnected molecules or ions with the total composition C11H17FN2 in a non-equilibrium geometry.

Atoms and positions in Å:
C  -2.244  3.486  -1.275
C  -3.049  2.522  -0.612
C  -0.894  3.246  -1.615
C  -2.519  1.271  -0.362
C  -0.412  1.962  -1.471
C  -1.262  0.945  -0.896
C  1.707  -0.665  0.378
C  3.159  -2.375  1.223
C  1.889  -0.872  2.768
C  -0.388  -0.922  -2.081
C  -1.388  -1.349  0.049
N  2.253  -1.289  1.370
N  -0.889  -0.475  -0.948
F  1.907  -1.222  -0.808
H  -2.549  4.474  -1.534
H  -4.058  2.802  -0.250
H  -0.363  3.896  -2.312
H  -3.068  0.539  0.155
H  0.586  1.729  -1.508
H  3.703  -2.685  0.288
H  2.752  -3.391  1.629
H  3.869  -2.184  2.010
H  2.825  -0.467  3.344
H  1.653  -1.787  3.214
H  1.071  -0.210  2.843
H  -0.317  -1.974  -2.208
H  -0.109  -0.150  -2.936
H  1.050  0.192  0.418
H  -1.140  -2.408  0.010
H  -1.333  -1.159  1.106
H  -2.442  -1.480  0.013

Calculated values
- Multiplicity: 1
- Relative energy (zero: lowest compared OMol25 entry of this formula, charge and spin): 0.000 eV
- Total energy: -637.99421 Ha
- Highest occupied orbital energy (alpha / beta): -16.00 / -16.00 eV
- Charge: +2